{"formula": "C28H78Be2N6O12", "method": "the ωB97M-V functional and the def2-TZVPD basis", "multiplicity": 1, "total_charge": 2, "homo_energy_ev": -12.61, "largest_force_ev_per_a": 6.0, "e_lumo_ev": -8.647, "homo_lumo_gap_ev": 3.97, "species": ["Be", "Be", "C", "O", "O", "O", "C", "C", "C", "O", "C", "N", "H", "H", "H", "H", "H", "H", "H", "H", "H", "H", "H", "C", "C", "C", "O", "C", "N", "H", "H", "H", "H", "H", "H", "H", "H", "H", "H", "H", "C", "C", "C", "O", "C", "N", "H", "H", "H", "H", "H", "H", "H", "H", "H", "H", "H", "C", "C", "C", "O", "C", "N", "H", "H", "H", "H", "H", "H", "H", "H", "H", "H", "H", "C", "C", "C", "O", "C", "N", "H", "H", "H", "H", "H", "H", "H", "H", "H", "H", "H", "C", "C", "C", "O", "C", "N", "H", "H", "H", "H", "H", "H", "H", "H", "H", "H", "H", "C", "O", "H", "H", "H", "H", "C", "O", "H", "H", "H", "H", "C", "O", "H", "H", "H", "H"], "positions_angstrom": [[3.393, 36.706, 1.820], [4.253, 31.693, 1.616], [2.297, 33.944, 1.301], [3.502, 34.144, 1.576], [2.037, 32.786, 0.981], [1.539, 34.938, 1.290], [-2.159, 30.175, 2.636], [-1.339, 30.636, 1.439], [-2.155, 31.335, 0.360], [-2.908, 30.227, -0.152], [-3.839, 30.531, -1.199], [-0.292, 31.523, 1.974], [-2.717, 29.289, 2.334], [-2.676, 30.959, 3.188], [-1.494, 29.769, 3.402], [-0.814, 29.835, 0.916], [-1.577, 31.834, -0.422], [-2.746, 32.083, 0.899], [-4.471, 31.354, -0.860], [-4.402, 29.629, -1.424], [-3.233, 30.847, -2.051], [0.406, 31.828, 1.296], [-0.677, 32.444, 2.181], [0.994, 29.660, 4.909], [2.385, 29.886, 4.302], [3.022, 28.532, 3.903], [4.421, 28.627, 3.751], [5.144, 28.526, 4.970], [2.427, 30.824, 3.165], [1.078, 29.360, 5.957], [0.376, 28.890, 4.450], [0.463, 30.605, 5.033], [3.010, 30.295, 5.098], [2.563, 28.283, 2.941], [2.702, 27.665, 4.486], [6.199, 28.428, 4.717], [4.908, 27.673, 5.611], [4.986, 29.378, 5.636], [2.001, 31.660, 3.580], [1.659, 30.610, 2.529], [1.896, 38.465, 4.770], [1.434, 37.098, 4.219], [0.628, 37.300, 2.944], [1.542, 37.809, 1.954], [0.833, 38.280, 0.812], [2.572, 36.218, 4.020], [2.615, 38.377, 5.586], [1.033, 38.972, 5.200], [2.341, 39.034, 3.955], [0.757, 36.645, 4.948], [-0.224, 37.931, 3.202], [0.188, 36.319, 2.745], [0.336, 39.240, 0.971], [0.085, 37.572, 0.457], [1.573, 38.489, 0.042], [2.123, 35.308, 4.159], [3.144, 36.248, 4.860], [0.931, 33.243, -3.580], [1.017, 34.301, -2.503], [0.574, 35.685, -3.044], [0.741, 36.682, -2.060], [0.598, 37.993, -2.591], [0.209, 33.895, -1.372], [-0.072, 33.123, -3.987], [1.209, 32.253, -3.209], [1.667, 33.411, -4.369], [2.022, 34.456, -2.088], [-0.469, 35.717, -3.368], [1.297, 35.827, -3.853], [-0.473, 38.195, -2.675], [1.069, 38.161, -3.560], [0.975, 38.705, -1.858], [0.508, 33.009, -0.979], [0.419, 34.552, -0.626], [8.164, 33.493, -0.310], [6.739, 33.033, -0.036], [6.223, 31.913, -0.983], [4.843, 31.869, -0.761], [3.990, 31.573, -1.870], [6.605, 32.510, 1.341], [8.457, 34.244, 0.425], [8.179, 34.011, -1.270], [8.851, 32.647, -0.330], [6.093, 33.902, -0.162], [6.648, 30.923, -0.810], [6.394, 32.252, -2.007], [3.930, 30.518, -2.140], [4.249, 32.167, -2.748], [2.966, 31.849, -1.622], [7.001, 33.250, 1.917], [7.364, 31.835, 1.409], [5.968, 27.311, 0.698], [5.313, 28.696, 0.399], [3.776, 28.557, 0.240], [3.144, 29.841, 0.304], [1.780, 29.780, -0.082], [5.722, 29.564, 1.478], [7.041, 27.413, 0.862], [5.866, 26.574, -0.099], [5.520, 26.951, 1.625], [5.623, 29.106, -0.564], [3.402, 27.859, 0.992], [3.600, 28.109, -0.740], [1.201, 30.632, 0.268], [1.237, 28.976, 0.425], [1.687, 29.624, -1.157], [6.729, 29.469, 1.562], [5.400, 29.132, 2.344], [5.106, 33.178, 4.673], [5.334, 31.988, 3.926], [4.184, 33.575, 4.243], [4.842, 33.063, 5.727], [5.929, 33.887, 4.573], [6.209, 31.705, 4.213], [-1.983, 35.047, 1.028], [-1.007, 34.267, 1.715], [-1.754, 35.192, -0.028], [-2.984, 34.634, 1.136], [-1.914, 36.028, 1.507], [-0.116, 34.595, 1.493], [0.060, 33.451, 4.866], [1.320, 33.395, 4.224], [-0.137, 34.496, 5.128], [-0.739, 33.045, 4.249], [0.011, 32.988, 5.853], [1.111, 33.514, 3.288]], "forces_ev_per_a": [[-4.38, -3.06, 2.09], [-0.09, -0.65, -0.34], [-0.17, 0.62, -1.26], [5.41, 2.09, 1.56], [-0.61, -2.94, -0.32], [-1.24, 2.10, 0.30], [0.82, -1.35, -0.13], [1.21, 1.49, 0.28], [-0.76, -1.53, 0.51], [-0.43, 0.48, -0.12], [1.20, 0.43, 0.70], [0.58, 0.45, 0.13], [-0.87, 0.51, 0.16], [-0.55, 0.06, -0.62], [0.39, 0.08, -0.17], [-0.25, -0.46, 0.38], [0.21, -0.05, -0.02], [-0.52, 0.13, -0.41], [-0.33, -0.08, -0.26], [-0.03, 0.10, 0.03], [-0.40, 0.06, -0.37], [-0.34, -0.37, -0.18], [-0.51, -0.31, 0.14], [0.06, 0.38, 0.84], [0.56, -1.40, 0.49], [-1.06, 0.59, -0.65], [-0.07, -0.65, 0.57], [0.24, 0.03, 0.48], [0.25, 0.78, -0.03], [0.42, -0.34, -0.05], [0.01, 0.27, -0.44], [-0.24, -0.03, -0.64], [0.05, 0.25, -0.10], [0.42, 0.12, -0.37], [0.34, 0.28, 0.75], [0.00, 0.20, -0.04], [-0.37, -0.38, -0.51], [0.08, 0.35, -0.29], [0.54, 0.25, -0.23], [0.07, -0.34, -0.23], [-0.27, -0.61, 0.00], [-0.24, 2.21, 0.94], [0.61, -1.39, 1.59], [0.54, -0.69, 0.20], [0.03, 0.69, -1.35], [0.35, -0.36, -0.87], [0.08, -0.16, -0.08], [0.05, 0.27, -0.27], [-0.04, 0.29, 0.17], [-0.05, -0.03, 0.02], [0.37, 0.74, -0.58], [0.29, 0.12, -1.06], [0.05, -0.07, 0.66], [0.31, -0.28, 0.01], [-0.07, -0.35, -0.04], [0.65, -0.81, -1.11], [0.45, 0.48, -0.19], [0.77, -0.40, -0.25], [-0.63, 0.38, 0.57], [0.62, -1.02, 0.27], [0.88, 0.30, 0.18], [-0.94, -0.11, 0.50], [-0.75, 0.41, 0.57], [0.00, 0.31, -0.05], [-0.09, 0.04, 0.38], [-0.27, 0.27, -0.25], [0.52, -0.06, -0.76], [0.04, -0.36, -0.34], [-0.38, 0.51, -0.40], [-0.05, 0.17, -0.32], [0.20, -0.24, 0.04], [0.22, -0.05, -0.16], [0.13, -0.13, -0.25], [-0.27, 0.00, 0.04], [-0.51, 0.02, -0.48], [0.32, -0.83, -0.42], [0.15, 1.52, -0.09], [-1.52, -0.23, 0.76], [-0.51, 0.16, -0.09], [-0.25, 0.60, -0.17], [0.19, -0.19, 0.15], [0.23, -0.18, -0.11], [0.21, 0.16, 0.06], [-0.32, -0.23, 0.10], [0.43, 0.14, 0.03], [0.22, -0.27, -0.13], [0.53, -0.12, 0.11], [0.35, -0.01, 0.03], [0.16, 0.18, 0.41], [-0.62, 0.16, 0.45], [-0.41, -0.63, 0.12], [-0.46, 0.43, -0.59], [-0.25, -1.30, -0.64], [0.90, 0.26, 0.26], [0.32, -0.05, 0.55], [-0.76, -0.47, 0.37], [-0.86, 1.34, 0.52], [0.01, 0.19, -0.01], [-0.29, -0.01, 0.04], [0.02, -0.25, -0.06], [0.47, 0.02, 0.11], [-0.33, 0.20, 0.16], [-0.11, -0.03, -0.07], [0.76, 0.40, -0.48], [0.40, -0.48, -0.06], [-0.03, 0.14, -0.06], [0.15, 0.48, -0.21], [-0.42, 0.13, 0.17], [-1.37, 0.67, -0.38], [0.28, -0.02, 0.54], [0.22, 0.40, -0.15], [0.48, -0.62, 0.09], [-0.02, 0.04, -0.04], [-0.04, -0.55, -0.36], [0.75, 0.84, 0.41], [-0.45, -0.25, -0.01], [0.02, -0.35, -0.08], [0.15, -0.13, 0.16], [-0.72, 0.29, -0.18], [0.01, -0.07, -0.26], [-0.94, 0.90, 0.94], [0.31, -0.05, -0.13], [-0.41, 0.10, -0.36], [0.06, 0.06, -0.01], [0.67, -0.59, -0.26], [0.08, -0.13, -0.12]], "lowdin_charge": [1.095, 0.891, -0.997, -0.047, -0.007, -0.061, -0.035, -0.401, -0.183, -0.208, -0.073, 0.040, 0.086, 0.088, 0.048, 0.120, 0.115, 0.119, 0.087, 0.090, 0.083, 0.012, 0.035, -0.035, -0.367, -0.171, -0.234, -0.077, 0.096, 0.089, 0.081, 0.064, 0.128, 0.116, 0.138, 0.095, 0.099, 0.083, 0.044, 0.047, -0.023, -0.413, -0.158, -0.222, -0.051, 0.100, 0.086, 0.097, 0.080, 0.145, 0.157, 0.109, 0.117, 0.103, 0.080, 0.067, 0.108, -0.056, -0.437, -0.190, -0.212, -0.095, 0.068, 0.091, 0.062, 0.083, 0.132, 0.140, 0.128, 0.098, 0.096, 0.060, 0.053, 0.037, -0.044, -0.399, -0.174, -0.228, -0.053, 0.055, 0.084, 0.090, 0.092, 0.138, 0.120, 0.137, 0.097, 0.104, 0.070, 0.088, 0.086, -0.023, -0.390, -0.155, -0.242, -0.087, 0.069, 0.082, 0.089, 0.082, 0.120, 0.119, 0.139, 0.050, 0.100, 0.107, 0.093, 0.044, -0.129, -0.155, 0.053, 0.092, 0.087, 0.092, -0.115, -0.178, 0.072, 0.085, 0.065, 0.006, -0.117, -0.145, 0.071, 0.079, 0.091, 0.047]}